# 1
{
  "formula": "C8H24O4SSi2",
  "method": "ωB97M-V/def2-TZVPD",
  "multiplicity": 1,
  "energy_ev": -43466.922,
  "e_homo_ev": -10.28,
  "elements": ["C", "C", "C", "C", "C", "Si", "O", "Si", "H", "H", "H", "H", "H", "H", "H", "H", "H", "H", "H", "H", "H", "H", "H", "H", "O", "S", "O", "O", "C", "C", "C", "H", "H", "H", "H", "H", "H", "H", "H"],
  "positions_angstrom": [[-0.317, 2.069, -1.966], [0.867, 3.006, -1.806], [2.155, 2.614, -2.529], [2.717, 1.199, -2.291], [1.994, 0.100, -3.116], [2.943, 0.691, -0.503], [1.527, 0.722, 0.395], [1.641, 1.378, 1.930], [-0.765, 2.154, -2.950], [-1.089, 2.355, -1.253], [-0.077, 1.038, -1.748], [1.087, 3.191, -0.760], [0.565, 3.970, -2.213], [2.923, 3.317, -2.206], [2.054, 2.769, -3.602], [3.738, 1.230, -2.672], [1.247, 0.568, -3.749], [2.691, -0.420, -3.761], [1.479, -0.626, -2.495], [3.938, 1.545, 0.185], [3.436, -0.706, -0.481], [0.356, 1.173, 2.617], [2.776, 0.806, 2.674], [1.848, 2.836, 1.769], [-3.605, -1.416, 3.516], [-3.131, -2.688, 3.063], [-1.926, -3.237, 3.604], [-3.034, -2.659, 1.474], [-2.307, -1.565, 0.872], [-0.805, -1.718, 0.986], [-4.416, -3.885, 3.184], [-2.648, -0.624, 1.309], [-2.612, -1.573, -0.172], [-0.476, -1.650, 2.022], [-0.306, -0.931, 0.419], [-0.488, -2.687, 0.601], [-5.319, -3.476, 2.741], [-4.563, -4.082, 4.243], [-4.098, -4.789, 2.672]],
  "mulliken_charge": [-1.04, -0.15, -1.11, 0.33, -1.36, 0.31, -0.06, 0.42, 0.36, 0.36, 0.06, 0.14, 0.40, 0.35, 0.41, 0.43, 0.34, 0.31, 0.31, -0.20, -0.18, -0.15, -0.15, -0.15, -0.65, 1.22, -0.60, -0.27, -0.52, -0.37, -0.93, 0.34, 0.28, 0.32, -0.08, 0.30, 0.31, 0.37, 0.31]
}

---

# 2
{
  "formula": "C8H25Cr2O13S2",
  "method": "ωB97M-V/def2-TZVPD",
  "multiplicity": 9,
  "charge": -1,
  "s_squared": 20.02,
  "energy_ev": -113838.072,
  "e_homo_ev": [-4.70, -5.91],
  "elements": ["Cr", "Cr", "S", "O", "O", "O", "O", "S", "O", "O", "O", "O", "O", "H", "C", "C", "O", "H", "H", "H", "H", "H", "H", "C", "C", "O", "H", "H", "H", "H", "H", "H", "C", "C", "O", "H", "H", "H", "H", "H", "H", "C", "C", "O", "H", "H", "H", "H", "H", "H"],
  "positions_angstrom": [[-0.063, 0.345, 3.099], [1.880, 1.035, 0.115], [2.297, 1.498, 3.204], [0.903, 2.115, 3.119], [1.918, 0.099, 3.618], [2.887, 1.485, 1.847], [3.143, 2.107, 4.185], [2.295, -0.906, -1.656], [2.733, -0.783, -0.211], [1.379, 0.285, -1.762], [3.413, -0.839, -2.580], [1.628, -2.212, -1.819], [0.126, 0.253, 1.077], [0.144, -0.666, 0.772], [-3.268, 1.182, -2.248], [-2.124, 1.297, -1.269], [-2.326, 0.364, -0.219], [-4.243, 1.159, -1.762], [-3.126, 0.281, -2.844], [-3.252, 2.031, -2.937], [-1.996, 2.315, -0.876], [-1.191, 1.024, -1.780], [-1.503, 0.323, 0.306], [1.953, 4.810, -0.927], [0.889, 3.724, -1.066], [0.826, 2.910, 0.117], [2.087, 5.342, -1.869], [2.893, 4.388, -0.577], [1.597, 5.538, -0.193], [1.095, 3.068, -1.910], [-0.073, 4.219, -1.220], [0.262, 3.352, 0.756], [-2.372, -3.103, -2.387], [-1.601, -2.688, -1.147], [-0.502, -3.547, -0.937], [-1.696, -3.023, -3.240], [-3.247, -2.480, -2.590], [-2.705, -4.139, -2.295], [-2.254, -2.654, -0.261], [-1.277, -1.649, -1.269], [0.293, -2.991, -1.119], [0.980, -3.002, 2.008], [-0.401, -2.657, 2.522], [-0.340, -1.715, 3.642], [1.608, -3.464, 2.771], [1.493, -2.164, 1.530], [0.867, -3.751, 1.218], [-0.847, -3.585, 2.897], [-1.087, -2.300, 1.757], [-0.094, -2.230, 4.412]],
  "lowdin_spin": [3.83, 3.77, 0.02, 0.03, 0.04, 0.04, 0.00, 0.01, 0.02, 0.02, 0.00, 0.00, 0.11, 0.01, 0.00, 0.00, 0.00, 0.00, 0.00, 0.00, 0.00, 0.00, 0.00, 0.00, 0.01, 0.03, 0.00, 0.00, 0.00, 0.00, 0.00, 0.00, 0.00, 0.00, 0.00, 0.00, 0.00, 0.00, 0.00, 0.00, 0.00, 0.00, 0.01, 0.04, 0.00, 0.00, 0.00, 0.00, 0.00, 0.00]
}

---

# 3
{
  "formula": "C8H26B2O29",
  "method": "ωB97M-V/def2-TZVPD",
  "multiplicity": 1,
  "charge": -2,
  "relative_energy_kcal_mol": 74.0,
  "energy_ev": -69462.072,
  "e_homo_ev": -5.67,
  "elements": ["O", "C", "O", "B", "O", "C", "O", "O", "C", "O", "C", "O", "O", "O", "C", "O", "B", "O", "C", "O", "O", "C", "O", "C", "O", "O", "O", "H", "H", "O", "H", "H", "O", "H", "H", "O", "H", "H", "O", "H", "H", "O", "H", "H", "O", "H", "H", "O", "H", "H", "O", "H", "H", "O", "H", "H", "O", "H", "H", "O", "H", "H", "O", "H", "H"],
  "positions_angstrom": [[-0.959, 1.167, -3.749], [-0.483, 0.380, -2.939], [-0.629, 0.456, -1.629], [0.010, -0.671, -0.953], [0.460, -1.483, -2.112], [0.276, -0.934, -3.272], [0.499, -1.347, -4.413], [-0.999, -1.427, -0.144], [-0.590, -1.483, 1.096], [-1.226, -1.979, 2.034], [0.849, -0.829, 1.211], [1.112, -0.331, 0.016], [1.539, -0.743, 2.230], [0.271, 4.696, 2.370], [1.229, 5.144, 1.733], [1.162, 5.670, 0.552], [2.514, 6.001, 0.010], [3.434, 5.634, 1.113], [2.713, 5.132, 2.170], [3.228, 4.570, 3.125], [2.833, 5.259, -1.249], [2.913, 6.081, -2.230], [3.045, 5.813, -3.445], [2.921, 7.501, -1.704], [2.834, 7.413, -0.343], [3.015, 8.518, -2.375], [-2.895, 5.617, -7.822], [-2.715, 4.889, -7.227], [-3.157, 5.198, -8.642], [7.170, -0.010, 5.166], [7.304, 0.463, 4.345], [6.354, -0.492, 5.035], [-1.548, -6.220, 6.802], [-1.212, -5.663, 7.503], [-1.996, -5.617, 6.210], [3.487, -6.486, -3.543], [4.047, -7.074, -4.050], [3.686, -5.613, -3.882], [3.166, -5.455, 5.537], [2.313, -5.431, 5.972], [2.958, -5.485, 4.603], [0.620, 1.348, -9.546], [1.537, 1.300, -9.277], [0.134, 0.974, -8.811], [-6.770, -1.671, 0.575], [-6.874, -2.470, 1.092], [-6.192, -1.925, -0.145], [-4.558, 1.407, 5.899], [-3.681, 1.284, 5.537], [-5.074, 1.749, 5.169], [0.607, -4.984, -9.202], [1.175, -5.743, -9.064], [0.649, -4.500, -8.377], [-1.371, -6.506, -1.951], [-2.138, -6.024, -2.259], [-0.631, -6.090, -2.395], [-6.040, -3.815, 7.878], [-5.911, -3.400, 7.025], [-6.571, -3.190, 8.372], [1.796, 0.629, 7.912], [2.478, 1.263, 7.691], [1.746, 0.054, 7.148], [-4.900, 3.374, -1.955], [-3.964, 3.566, -2.006], [-5.000, 2.542, -2.419]],
  "mulliken_charge": [-0.66, 0.64, -0.46, 0.99, -0.52, 0.63, -0.67, -0.43, 0.63, -0.67, 0.62, -0.43, -0.66, -0.65, 0.65, -0.46, 0.92, -0.44, 0.60, -0.61, -0.45, 0.61, -0.66, 0.58, -0.48, -0.61, -0.64, 0.33, 0.31, -0.65, 0.33, 0.33, -0.65, 0.32, 0.33, -0.63, 0.31, 0.32, -0.64, 0.32, 0.33, -0.65, 0.32, 0.33, -0.64, 0.31, 0.32, -0.66, 0.33, 0.32, -0.64, 0.31, 0.33, -0.64, 0.32, 0.32, -0.64, 0.33, 0.32, -0.65, 0.32, 0.33, -0.65, 0.34, 0.31]
}

---

# 4
{
  "formula": "C8H26LiN2O4",
  "method": "ωB97M-V/def2-TZVPD",
  "multiplicity": 1,
  "charge": 1,
  "relative_energy_kcal_mol": 34.8,
  "energy_ev": -20087.856,
  "e_homo_ev": -12.32,
  "elements": ["Li", "O", "H", "H", "O", "H", "H", "C", "C", "C", "O", "C", "N", "H", "H", "H", "H", "H", "H", "H", "H", "H", "H", "H", "C", "C", "C", "O", "C", "N", "H", "H", "H", "H", "H", "H", "H", "H", "H", "H", "H"],
  "positions_angstrom": [[-0.951, 0.116, 0.196], [-1.704, 2.050, -0.479], [-2.588, 2.292, -0.754], [-1.194, 2.854, -0.579], [-2.765, -0.767, 0.359], [-3.355, -0.500, -0.345], [-3.334, -1.189, 1.002], [-1.827, -2.423, -2.742], [-0.706, -1.393, -2.622], [-0.962, 0.054, -3.251], [-0.723, 0.136, -4.617], [0.635, 0.191, -5.006], [-0.383, -1.352, -1.201], [-2.068, -2.634, -3.784], [-2.747, -1.932, -2.424], [-1.625, -3.334, -2.177], [0.138, -1.737, -3.221], [-0.287, 0.814, -2.858], [-1.971, 0.357, -2.973], [1.287, 0.703, -4.298], [0.654, 0.627, -6.005], [1.132, -0.767, -5.157], [-0.520, -2.276, -0.815], [0.601, -1.141, -1.112], [-0.723, 0.826, 3.590], [0.568, 1.125, 2.835], [1.740, 0.796, 3.743], [2.821, 1.013, 2.905], [4.085, 0.576, 3.364], [0.541, 0.142, 1.792], [-0.919, -0.137, 4.062], [-1.525, 1.028, 2.879], [-0.824, 1.592, 4.359], [0.473, 2.177, 2.569], [1.754, -0.196, 4.194], [1.742, 1.549, 4.530], [4.456, 1.007, 4.293], [4.812, 0.797, 2.582], [4.109, -0.511, 3.284], [0.634, -0.695, 2.348], [1.518, 0.160, 1.534]],
  "mulliken_charge": [0.90, -0.51, 0.26, 0.27, -0.54, 0.26, 0.25, -1.53, 0.58, -0.57, -0.42, -0.75, -0.49, 0.38, 0.24, 0.47, 0.19, 0.43, 0.21, 0.33, 0.26, 0.30, 0.17, 0.29, -1.46, 0.31, -0.79, -0.34, -0.84, -0.57, 0.34, 0.31, 0.42, 0.30, 0.40, 0.44, 0.31, 0.27, 0.36, 0.28, 0.28]
}